Below is a 2-piece molecular cluster, C17H19NO overall at a distorted geometry, with properties calculated with ωB97M-V/def2-TZVPD.

Properties
E_HOMO ... -0.285 hartree
Lowest unoccupied orbital energy ... 0.7409 eV
M ... 253.35 Da
SMILES string ... Cc1c[nH]c2ccccc12.CCc1ccc(O)cc1
Kohn-Sham gap ... 8.49 eV
ΔE to the lowest compared entry with this formula, charge and spin ... 42.7 kcal/mol

Atoms and positions in Å:
C  -3.267  -1.217  -1.633
C  -2.479  -1.792  -0.491
C  -2.935  -2.285  0.686
N  -1.903  -2.875  1.390
C  -0.711  -2.618  0.742
C  0.606  -2.681  1.178
C  1.609  -2.141  0.395
C  1.241  -1.339  -0.687
C  -0.034  -1.311  -1.209
C  -1.044  -1.938  -0.459
H  -4.176  -1.806  -1.764
H  -2.694  -1.137  -2.550
H  -3.625  -0.216  -1.370
H  -3.925  -2.449  1.042
H  -1.908  -3.085  2.372
H  0.785  -3.242  2.070
H  2.636  -2.417  0.589
H  1.951  -0.653  -1.133
H  -0.308  -0.839  -2.139
C  -0.998  3.207  -1.131
C  0.033  2.100  -1.549
C  0.945  1.817  -0.387
C  0.465  1.356  0.843
C  1.326  1.044  1.890
C  2.686  1.188  1.683
O  3.569  1.018  2.753
C  3.220  1.646  0.490
C  2.325  1.981  -0.506
H  -0.550  4.187  -0.998
H  -1.392  2.848  -0.182
H  -1.810  3.248  -1.857
H  -0.517  1.219  -1.864
H  0.546  2.556  -2.397
H  -0.595  1.419  1.064
H  0.896  0.774  2.846
H  3.092  0.399  3.281
H  4.294  1.659  0.456
H  2.643  2.374  -1.464

Below is a 3-piece molecular cluster, C17H19NO3 overall at a distorted geometry, with properties calculated with ωB97M-V/def2-TZVPD.

Properties
E_HOMO ... -0.325 hartree
Lowest unoccupied orbital energy ... 0.3220 eV
M ... 285.34 Da
SMILES string ... C#CCOC(=O)OCN.c1ccccc1.c1ccccc1
Kohn-Sham gap ... 9.16 eV
ΔE to the lowest compared entry with this formula, charge and spin ... 211.2 kcal/mol

Atoms and positions in Å:
C  2.990  -4.706  -3.580
C  3.326  -3.350  -3.865
C  3.597  -1.733  -4.107
O  2.779  -0.983  -3.143
C  1.421  -0.692  -3.700
O  0.686  0.177  -2.952
O  0.901  -1.223  -4.969
C  0.044  -2.402  -4.779
N  -1.071  -2.228  -3.767
H  2.417  -5.666  -3.218
H  4.734  -1.557  -3.791
H  3.494  -1.393  -5.222
H  -0.466  -2.613  -5.837
H  0.609  -3.390  -4.499
H  -1.994  -2.253  -4.296
H  -1.129  -3.101  -3.160
C  -2.814  0.713  -1.174
C  -3.828  0.966  -0.251
C  -3.508  1.248  1.077
C  -2.173  1.273  1.483
C  -1.160  1.011  0.561
C  -1.479  0.733  -0.767
H  -3.063  0.500  -2.210
H  -4.868  0.944  -0.566
H  -4.298  1.448  1.796
H  -1.924  1.495  2.517
H  -0.120  1.024  0.879
H  -0.690  0.531  -1.486
C  0.242  2.650  4.030
C  0.282  3.449  5.172
C  0.676  2.904  6.393
C  1.027  1.556  6.474
C  0.979  0.754  5.334
C  0.588  1.300  4.112
H  -0.059  3.077  3.077
H  0.006  4.499  5.109
H  0.711  3.528  7.282
H  1.337  1.131  7.424
H  1.246  -0.298  5.397
H  0.552  0.676  3.223

Below is one molecule with the formula C17H19NO6 at a distorted geometry, with properties calculated with ωB97M-V/def2-TZVPD.

Properties
E_HOMO ... -0.321 hartree
Lowest unoccupied orbital energy ... 0.5665 eV
M ... 333.34 Da
SMILES string ... COCCNC(=O)[C@@H](OC(=O)c1ccco1)c1ccccc1OC
Kohn-Sham gap ... 9.31 eV
ΔE to the lowest compared entry with this formula, charge and spin ... 64.8 kcal/mol

Atoms and positions in Å:
C  -3.895  -4.284  -0.542
O  -2.490  -4.258  -0.519
C  -1.929  -3.127  0.095
C  -2.060  -1.836  -0.737
N  -1.321  -0.757  -0.128
C  -0.090  -0.409  -0.547
O  0.445  -0.829  -1.544
C  0.582  0.661  0.349
O  1.989  0.523  0.224
C  2.457  -0.674  0.596
O  1.779  -1.534  1.110
C  3.889  -0.809  0.336
C  4.717  -1.882  0.567
C  5.992  -1.494  0.114
C  5.846  -0.220  -0.357
O  4.587  0.199  -0.227
C  0.149  2.022  -0.115
C  0.872  2.709  -1.073
C  0.455  3.955  -1.511
C  -0.696  4.511  -0.988
C  -1.437  3.832  -0.034
C  -1.027  2.582  0.406
O  -1.698  1.829  1.336
C  -2.840  2.383  1.947
H  -4.311  -4.120  0.460
H  -4.175  -5.277  -0.889
H  -4.312  -3.538  -1.227
H  -0.867  -3.353  0.219
H  -2.378  -2.970  1.090
H  -1.636  -2.007  -1.729
H  -3.108  -1.538  -0.833
H  -1.660  -0.383  0.744
H  0.292  0.494  1.394
H  4.428  -2.816  1.002
H  6.891  -2.075  0.132
H  6.550  0.463  -0.793
H  1.767  2.254  -1.465
H  1.027  4.485  -2.256
H  -1.031  5.482  -1.321
H  -2.334  4.287  0.355
H  -3.174  1.645  2.675
H  -3.638  2.559  1.219
H  -2.606  3.317  2.465

Below is one molecule with the formula C17H19NOS2 at a distorted geometry, with properties calculated with ωB97M-V/def2-TZVPD.

Properties
E_HOMO ... -0.287 hartree
Lowest unoccupied orbital energy ... 0.6433 eV
M ... 317.48 Da
SMILES string ... CSc1ccccc1C(=O)NCCSc1ccc(C)cc1
Kohn-Sham gap ... 8.46 eV
ΔE to the lowest compared entry with this formula, charge and spin ... 0.0 kcal/mol

Atoms and positions in Å:
C  3.769  1.629  0.531
S  2.159  0.915  1.051
C  2.128  -0.607  0.192
C  3.184  -1.039  -0.611
C  3.126  -2.252  -1.264
C  2.015  -3.071  -1.132
C  0.959  -2.656  -0.347
C  0.992  -1.431  0.316
C  -0.120  -0.915  1.135
O  -0.010  0.141  1.747
N  -1.259  -1.646  1.203
C  -2.470  -1.076  1.739
C  -3.623  -1.151  0.739
S  -3.091  -0.885  -0.996
C  -2.038  0.541  -0.860
C  -2.392  1.638  -0.092
C  -1.522  2.706  0.011
C  -0.308  2.712  -0.665
C  0.643  3.855  -0.502
C  0.013  1.619  -1.460
C  -0.838  0.536  -1.555
H  3.796  1.785  -0.543
H  3.816  2.589  1.035
H  4.598  1.011  0.862
H  4.064  -0.432  -0.729
H  3.958  -2.564  -1.879
H  1.974  -4.023  -1.638
H  0.104  -3.309  -0.251
H  -1.373  -2.450  0.607
H  -2.233  -0.038  1.992
H  -2.763  -1.600  2.657
H  -4.404  -0.435  0.994
H  -4.059  -2.150  0.715
H  -3.338  1.660  0.429
H  -1.791  3.549  0.630
H  1.219  3.710  0.412
H  0.108  4.798  -0.420
H  1.336  3.910  -1.338
H  0.949  1.605  -2.000
H  -0.575  -0.320  -2.160

Below is C17H20AlF3NO9 as an isolated structure at a distorted geometry, with properties calculated with ωB97M-V/def2-TZVPD.

Properties
E_HOMO ... -0.172 hartree
Lowest unoccupied orbital energy ... 2.0409 eV
M ... 466.32 Da
Net charge ... -1
Kohn-Sham gap ... 6.73 eV

Atoms and positions in Å:
N  2.833  0.364  -1.646
C  2.538  1.146  -2.641
C  2.344  2.653  -2.362
Al  0.441  3.375  -2.536
C  -1.053  1.992  -2.529
C  -0.953  0.547  -2.306
C  -2.132  -0.347  -2.364
C  -3.490  0.171  -2.609
C  -3.617  1.637  -2.792
C  -2.437  2.499  -2.772
H  2.897  0.940  -0.793
H  2.454  0.659  -3.644
H  2.748  2.969  -1.356
H  2.975  3.206  -3.127
H  0.197  4.333  -1.267
H  0.345  4.243  -3.890
H  0.039  0.094  -2.084
H  -2.019  -1.452  -2.221
H  -4.378  -0.498  -2.623
H  -4.637  2.078  -2.947
H  -2.572  3.596  -2.938
C  -4.427  3.493  1.085
C  -4.616  4.883  1.622
O  -3.343  5.466  1.457
C  -2.782  4.833  0.373
O  -1.840  5.231  -0.220
O  -3.456  3.690  0.067
F  -4.917  4.862  2.948
H  -4.031  2.805  1.837
H  -5.345  3.074  0.675
H  -5.363  5.474  1.085
C  4.591  -1.891  2.016
C  3.138  -2.125  1.716
O  2.551  -0.871  1.978
C  3.525  0.053  1.725
O  3.324  1.211  1.579
O  4.757  -0.526  1.654
F  2.602  -3.043  2.569
H  4.826  -2.019  3.075
H  5.247  -2.535  1.430
H  2.933  -2.418  0.683
C  0.792  -5.501  2.577
C  1.840  -6.224  1.783
O  1.538  -7.585  2.023
C  0.192  -7.633  2.248
O  -0.455  -8.629  2.221
O  -0.316  -6.396  2.500
F  3.084  -5.966  2.259
H  1.077  -5.365  3.623
H  0.543  -4.530  2.152
H  1.809  -6.025  0.709

Below is C17H20BClN6Pt as an isolated structure at a distorted geometry, with properties calculated with ωB97M-V/def2-TZVPD.

Properties
E_HOMO (spin up / spin down) ... -0.181 / -0.297 hartree
Lowest unoccupied orbital energy (spin up / spin down) ... 0.0620 / -0.4176 eV
M ... 549.73 Da
Spin multiplicity ... 3
Kohn-Sham gap (spin up / spin down) ... 5.00 / 7.66 eV
ΔE to the lowest compared entry with this formula, charge and spin ... 66.3 kcal/mol

Atoms and positions in Å:
H  -0.523  -2.236  1.527
N  -1.007  -1.245  -0.318
B  -2.197  -0.461  -2.388
N  -2.088  -1.386  -1.149
C  -2.970  -2.268  -0.628
Pt  0.820  0.096  -0.877
H  -3.879  -2.462  -1.152
C  -2.439  -2.751  0.540
H  -2.881  -3.485  1.189
C  -1.214  -2.090  0.706
H  -3.165  -0.613  -3.070
C  2.509  0.944  -0.700
H  3.253  0.658  0.007
H  2.170  1.993  -0.605
H  2.834  0.855  -1.752
N  -0.869  -0.860  -3.160
N  -2.119  0.968  -1.778
N  0.365  -0.855  -2.550
N  -0.956  1.320  -1.115
C  -0.657  -1.245  -4.421
C  -2.888  2.055  -1.791
H  -1.471  -1.318  -5.111
H  -3.760  2.040  -2.388
C  0.706  -1.464  -4.616
C  -2.324  3.056  -0.980
C  1.357  -1.220  -3.420
C  -1.148  2.542  -0.460
H  1.219  -1.749  -5.495
H  -2.698  4.035  -0.816
H  2.381  -1.174  -3.083
H  -0.374  2.930  0.185
H  -0.246  1.049  -1.815
Cl  1.581  -3.211  3.154
C  1.669  -1.499  3.318
C  1.728  -0.991  4.615
C  1.783  0.393  4.824
C  1.762  1.249  3.725
C  1.703  0.739  2.431
C  1.678  -0.642  2.178
C  1.734  -1.183  0.812
H  1.744  -1.673  5.464
H  1.841  0.793  5.835
H  1.806  2.331  3.867
H  1.690  1.426  1.588
H  2.755  -1.283  0.434
H  1.274  -2.167  0.734

Below is C17H20BF2HfIN2 as an isolated structure at a distorted geometry, with properties calculated with ωB97M-V/def2-TZVPD.

Properties
E_HOMO ... -0.274 hartree
Lowest unoccupied orbital energy ... 0.0614 eV
M ... 606.56 Da
Kohn-Sham gap ... 7.52 eV
ΔE to the lowest compared entry with this formula, charge and spin ... 21.3 kcal/mol

Atoms and positions in Å:
Hf  0.499  -0.285  0.184
I  -2.234  -1.092  -1.092
C  -1.106  -2.560  -2.165
C  -1.805  -3.609  -2.685
C  -1.118  -4.592  -3.423
C  0.225  -4.467  -3.632
C  0.947  -3.369  -3.111
C  2.335  -3.229  -3.352
C  3.024  -2.165  -2.852
C  2.362  -1.219  -2.040
C  1.017  -1.299  -1.737
C  0.288  -2.382  -2.319
H  -2.874  -3.688  -2.541
H  -1.668  -5.433  -3.824
H  0.763  -5.210  -4.210
H  2.835  -3.982  -3.950
H  4.084  -2.058  -3.049
H  2.959  -0.405  -1.629
F  3.314  1.469  0.653
B  1.970  1.356  0.670
F  1.423  2.602  0.833
C  -1.445  3.992  3.098
C  -2.444  3.019  2.455
C  -1.754  2.051  1.627
N  -1.165  1.321  0.974
H  -1.983  4.714  3.709
H  -0.882  4.527  2.335
H  -0.739  3.456  3.730
H  -3.156  3.553  1.823
H  -3.006  2.479  3.217
C  2.642  -2.214  1.523
C  1.184  -2.615  1.852
C  1.112  -2.986  3.345
C  0.829  -3.875  1.038
N  0.273  -1.537  1.559
H  3.336  -3.011  1.798
H  2.910  -1.308  2.069
H  2.750  -2.025  0.450
H  1.735  -3.858  3.562
H  0.077  -3.208  3.608
H  1.448  -2.143  3.952
H  1.488  -4.709  1.293
H  0.917  -3.673  -0.030
H  -0.202  -4.162  1.251

Below is C17H20BaN6O7 as an isolated structure at a distorted geometry, with properties calculated with ωB97M-V/def2-TZVPD.

Properties
E_HOMO ... -0.230 hartree
Lowest unoccupied orbital energy ... -0.5757 eV
M ... 557.71 Da
Kohn-Sham gap ... 5.68 eV
ΔE to the lowest compared entry with this formula, charge and spin ... 17.6 kcal/mol

Atoms and positions in Å:
Ba  -0.226  0.476  -0.615
O  -0.371  -4.142  -1.309
C  -0.306  -2.994  -0.659
O  0.129  -1.975  -1.152
C  -0.837  -3.072  0.759
O  -0.634  -1.853  1.437
C  0.648  -1.786  2.105
C  0.969  -0.296  2.393
O  1.049  0.066  3.570
O  1.105  0.437  1.354
H  -0.047  -4.023  -2.217
H  -0.383  -3.922  1.273
H  -1.910  -3.266  0.699
H  1.428  -2.204  1.458
H  0.620  -2.320  3.052
N  -1.524  1.658  3.761
N  -0.592  2.581  3.271
C  -0.482  2.973  2.003
N  0.486  3.833  1.692
N  -1.372  2.437  1.144
N  -1.407  2.913  -0.101
O  -0.839  3.947  -0.471
O  -1.994  2.152  -0.909
H  -1.110  0.733  3.710
H  -2.345  1.684  3.173
H  0.165  2.750  3.908
H  1.235  3.998  2.341
H  0.589  4.126  0.730
C  0.827  -1.336  -5.971
C  1.969  -0.553  -5.795
C  2.077  0.329  -4.731
C  1.041  0.470  -3.781
C  -0.113  -0.315  -3.994
C  -0.212  -1.204  -5.059
N  1.136  1.238  -2.644
C  1.842  2.419  -2.597
C  2.000  3.290  -3.695
C  2.626  4.518  -3.546
C  3.125  4.935  -2.311
C  2.994  4.083  -1.221
C  2.376  2.848  -1.360
H  0.745  -2.018  -6.809
H  2.792  -0.638  -6.498
H  2.983  0.910  -4.602
H  -0.972  -0.216  -3.333
H  -1.124  -1.778  -5.193
H  1.592  3.004  -4.658
H  2.718  5.170  -4.410
H  3.615  5.895  -2.210
H  3.407  4.372  -0.259
H  2.332  2.168  -0.511

Below is one molecule with the formula C17H20Cl2N2O4S2 at a distorted geometry, with properties calculated with ωB97M-V/def2-TZVPD.

Properties
E_HOMO ... -0.335 hartree
Lowest unoccupied orbital energy ... 0.0189 eV
M ... 451.40 Da
SMILES string ... CCN(CC)S(=O)(=O)c1cc(NS(=O)(=O)c2cc(Cl)ccc2Cl)ccc1C
Kohn-Sham gap ... 9.14 eV
ΔE to the lowest compared entry with this formula, charge and spin ... 0.0 kcal/mol

Atoms and positions in Å:
C  3.777  1.400  -1.853
C  3.154  1.550  -0.469
N  3.076  0.272  0.212
C  4.289  -0.173  0.889
C  4.533  -1.656  0.645
S  1.715  0.183  1.200
O  1.625  1.344  2.043
O  1.719  -1.096  1.850
C  0.370  0.244  0.012
C  -0.532  1.279  0.154
C  -1.630  1.364  -0.695
N  -2.585  2.371  -0.549
S  -4.197  1.895  -0.497
O  -4.902  2.923  0.196
O  -4.625  1.535  -1.810
C  -4.102  0.377  0.475
C  -4.440  -0.812  -0.139
C  -4.289  -2.003  0.556
Cl  -4.692  -3.488  -0.205
C  -3.802  -2.001  1.858
C  -3.470  -0.806  2.468
C  -3.617  0.389  1.773
Cl  -3.195  1.873  2.514
C  -1.790  0.398  -1.686
C  -0.879  -0.634  -1.804
C  0.218  -0.743  -0.953
C  1.191  -1.867  -1.064
H  3.182  0.722  -2.459
H  3.816  2.368  -2.345
H  4.787  1.006  -1.780
H  3.715  2.280  0.128
H  2.130  1.918  -0.567
H  4.194  0.014  1.965
H  5.131  0.413  0.514
H  4.614  -1.856  -0.420
H  3.707  -2.230  1.053
H  5.454  -1.963  1.133
H  -0.363  2.003  0.937
H  -2.374  3.050  0.169
H  -4.814  -0.783  -1.150
H  -3.682  -2.932  2.389
H  -3.088  -0.794  3.476
H  -2.636  0.472  -2.350
H  -1.024  -1.378  -2.574
H  0.853  -2.602  -1.789
H  2.167  -1.489  -1.359
H  1.312  -2.339  -0.092

Below is C17H20Cl3NO3PdS2 as an isolated structure at a distorted geometry, with properties calculated with ωB97M-V/def2-TZVPD.

Properties
E_HOMO (spin up / spin down) ... -0.055 / -0.046 hartree
Lowest unoccupied orbital energy (spin up / spin down) ... 4.3806 / 2.7101 eV
M ... 563.26 Da
Net charge ... -2
Spin multiplicity ... 5
Kohn-Sham gap (spin up / spin down) ... 5.87 / 3.95 eV
ΔE to the lowest compared entry with this formula, charge and spin ... 23.8 kcal/mol

Atoms and positions in Å:
C  -0.997  0.668  -2.858
C  -1.135  -0.749  -3.170
C  0.163  -1.333  -3.133
C  -2.387  -1.462  -3.503
C  1.121  -0.308  -2.831
C  0.419  0.936  -2.657
C  1.039  2.277  -2.540
C  -2.073  1.675  -2.888
C  0.469  -2.750  -3.428
C  2.591  -0.476  -2.860
Pd  -0.451  -0.199  -0.881
Cl  -3.762  -3.984  -0.582
Cl  -2.760  -0.652  -0.314
Cl  0.357  -2.550  -0.118
H  -3.245  -0.870  -3.181
H  -2.442  -2.402  -2.940
H  -2.489  -1.692  -4.575
H  -0.312  -3.404  -3.026
H  1.421  -3.042  -2.975
H  0.538  -2.926  -4.512
H  2.881  -1.399  -2.346
H  3.093  0.379  -2.397
H  2.965  -0.551  -3.892
H  1.971  2.222  -1.971
H  0.352  2.960  -2.038
H  1.286  2.692  -3.528
H  -2.976  1.247  -2.449
H  -2.291  1.999  -3.913
H  -1.774  2.541  -2.295
O  -0.480  1.641  0.034
H  0.294  1.665  0.644
O  2.234  2.950  3.703
S  2.307  1.510  3.683
O  3.549  0.804  3.946
N  1.463  0.880  2.328
C  0.408  0.140  2.696
S  -0.639  -0.734  1.742
C  0.165  0.152  4.143
C  -0.887  -0.399  4.855
C  -0.938  -0.273  6.243
C  0.078  0.434  6.915
C  1.141  1.028  6.214
C  1.129  0.871  4.831
H  -1.642  -0.921  4.287
H  -1.748  -0.717  6.831
H  0.047  0.532  8.000
H  1.947  1.586  6.705